(1)
One molecule with the formula C4H3NO2, computed with ωB97M-V/def2-TZVPD.

## Properties
Molecular weight ... 97.07 g mol⁻¹
Spin multiplicity ... 1
Energy ... -359.3678 hartree

Cartesian coordinates (Å):
O  -3.05473  -0.21979  -1.06554
C  -2.04852  0.03809  -0.53391
C  -0.97713  0.33504  0.20108
N  -0.05663  1.34132  -0.17909
C  1.08266  0.78002  -0.03987
C  0.94583  -0.67603  0.36450
O  -0.36231  -0.68208  0.92137
H  2.01036  1.30038  -0.26080
H  0.94504  -1.31097  -0.54028
H  1.67352  -1.05838  1.08140

=====

(2)
One molecule with the formula C4H3NO2, computed with ωB97M-V/def2-TZVPD.

## Properties
Molecular weight ... 97.07 g mol⁻¹
Spin multiplicity ... 1
Energy ... -359.2759 hartree

Cartesian coordinates (Å):
C  2.54999  -0.75814  -0.20573
C  1.65908  0.20087  0.01953
O  0.43893  -0.34490  0.29429
C  -0.61411  0.53232  -0.05724
O  -0.58351  1.78901  -0.05503
C  -1.78508  -0.17977  0.03023
N  -2.47457  -1.32989  -0.09384
H  2.08386  -1.66234  -0.02500
H  3.79188  -0.73337  0.05884
H  1.74358  1.38035  -0.01181

=====

(3)
One molecule with the formula C4H3NO2, computed with ωB97M-V/def2-TZVPD.

## Properties
Molecular weight ... 97.07 g mol⁻¹
Spin multiplicity ... 1
Energy ... -359.4272 hartree

Cartesian coordinates (Å):
O  -0.66654  -2.64920  0.87386
C  -1.12221  -1.54496  0.71031
C  -0.33153  -0.38031  0.22964
N  -0.46223  0.84141  0.63762
C  0.49148  1.53912  -0.08262
C  1.12557  0.68210  -0.92037
O  0.61396  -0.56022  -0.71347
H  -2.18047  -1.30508  0.90176
H  0.65441  2.59940  0.05469
H  1.87755  0.77774  -1.69141

=====

Energy relative to the best compared isomer or geometry (same formula, charge and spin)? In order: 64.4 122.0 27.1 kcal per mole.
E_HOMO? In order: -8.444 -10.184 -9.954 eV.